1.
Here is C43H36AlN3O5PS2 as an isolated structure from OMol25. Energies are from ωB97M-V/def2-TZVPD.

Element x y z (Å)
Al -0.8292 -1.2369 0.6327
O 0.9091 -7.4765 -1.8838
C -0.0104 -6.6769 -2.0521
O -1.0054 -6.6488 -2.8031
C 0.0469 -5.3919 -1.2399
C 0.9417 -4.3761 -1.5890
C 0.8288 -3.1384 -1.0100
N -0.1054 -2.8716 -0.0846
C -0.9236 -3.8740 0.3282
C -0.8759 -5.1261 -0.2194
C -1.9392 -3.4749 1.3832
O -2.6189 -4.2697 1.9622
O -2.0009 -2.1509 1.5576
H 1.6975 -4.5574 -2.3411
H 1.4695 -2.3147 -1.3061
H -1.5879 -5.8727 0.1050
S 0.9103 -1.3089 2.3437
C 0.9494 0.2080 3.0198
N 1.6021 0.4821 4.1330
C 2.0447 1.8509 4.4070
C 0.9424 2.8270 4.1301
N 0.3189 2.5660 2.8281
C -0.2843 3.7497 2.2002
C 0.6866 4.4809 1.2966
C 0.4962 5.8458 1.1066
C 1.3285 6.5574 0.2575
C 2.3655 5.9121 -0.4019
C 2.5653 4.5542 -0.2067
C 1.7274 3.8385 0.6382
C 0.2417 1.3685 2.3090
S -0.6466 1.1001 0.8980
C 2.2071 -0.5642 4.9933
C 3.7068 -0.6278 4.8459
C 4.2824 -1.4219 3.8571
C 5.6613 -1.4748 3.7204
C 6.4744 -0.7344 4.5675
C 5.9077 0.0570 5.5560
C 4.5286 0.1047 5.6970
H 2.9289 2.0632 3.8010
H 2.3367 1.9158 5.4518
H 1.3470 3.8375 4.1075
H 0.1598 2.7830 4.8918
H -0.5990 4.4076 3.0101
H -1.1765 3.4399 1.6582
H -0.3082 6.3566 1.6233
H 1.1728 7.6187 0.1186
H 3.0189 6.4680 -1.0605
H 3.3773 4.0471 -0.7113
H 1.8990 2.7769 0.7699
H 1.7433 -1.5110 4.7345
H 1.9292 -0.3083 6.0166
H 3.6536 -2.0137 3.2039
H 6.1011 -2.1062 2.9601
H 7.5502 -0.7907 4.4702
H 6.5380 0.6270 6.2253
H 4.0957 0.6932 6.4987
O -1.6675 -0.9209 -0.9256
P -2.2039 -0.5250 -2.3008
C -3.8641 0.0996 -2.1289
C -4.7082 0.1087 -3.2397
C -5.9629 0.6877 -3.1450
C -6.3787 1.2452 -1.9431
C -5.5538 1.2047 -0.8274
C -4.2936 0.6350 -0.9174
C -2.1719 -1.9972 -3.2913
C -2.6524 -3.1700 -2.6955
C -2.5472 -4.3726 -3.3689
C -1.9916 -4.4051 -4.6428
C -1.5407 -3.2406 -5.2461
C -1.6193 -2.0308 -4.5697
C -1.1728 0.7292 -3.0645
C 0.1183 0.9459 -2.5904
C 0.9203 1.9209 -3.1633
C 0.4401 2.6751 -4.2234
C -0.8394 2.4520 -4.7144
C -1.6477 1.4883 -4.1341
H -4.3987 -0.3657 -4.1640
H -6.6213 0.6929 -4.0029
H -7.3578 1.6998 -1.8719
H -5.8969 1.6101 0.1148
H -3.6579 0.5808 -0.0425
H -3.0650 -3.1449 -1.6932
H -2.8712 -5.2894 -2.8972
H -1.8947 -5.3511 -5.1575
H -1.0982 -3.2781 -6.2323
H -1.2221 -1.1309 -5.0221
H 0.5134 0.3411 -1.7838
H 1.9220 2.0829 -2.7879
H 1.0649 3.4356 -4.6726
H -1.2074 3.0284 -5.5523
H -2.6526 1.3404 -4.5083

multiplicity	1
net charge	+1
energy	-3580.8674	a.u.
frontier orbital gap	0.1721	Eh
F_max	1.01	eV/Å
HOMO level	-9.65	eV
relative energy (zero: lowest compared OMol25 entry of this formula, charge and spin)	0.000	eV
lowest unoccupied orbital energy	-0.1824	Ha
M	796.867	g mol⁻¹

Atom charges from the Löwdin analysis, given in e for atoms 1 to 2:
1 Al -0.278
2 O 0.030

2.
Here is C43H36AuNP3S2 as an isolated structure from OMol25. Energies are from ωB97M-V/def2-TZVPD.

Element x y z (Å)
Au 0.3144 0.9709 -1.4542
S -0.9350 3.1312 -1.1489
P -1.4929 2.2258 0.5631
C -0.8912 0.5941 0.3195
P -1.5536 -1.0545 0.4496
S -1.4065 -1.9719 -1.2857
C -3.2689 -1.0246 1.0161
C -3.6174 -1.1973 2.3578
C -4.9577 -1.2270 2.7291
C -5.9459 -1.0519 1.7709
C -5.5996 -0.8444 0.4399
C -4.2667 -0.8411 0.0595
C -0.6250 -1.8379 1.7989
C 0.4740 -1.2042 2.3839
C 1.1777 -1.8278 3.4108
C 0.7864 -3.0827 3.8561
C -0.3013 -3.7214 3.2718
C -1.0033 -3.1043 2.2480
C -0.5767 2.8267 1.9968
C -0.5747 2.0660 3.1710
C 0.1777 2.4761 4.2612
C 0.9370 3.6393 4.1787
C 0.9477 4.3881 3.0084
C 0.1966 3.9802 1.9120
C -3.2557 2.4296 0.8650
C -4.0817 2.8329 -0.1850
C -5.4495 2.9719 0.0240
C -5.9924 2.7005 1.2713
C -5.1723 2.2991 2.3199
C -3.8084 2.1606 2.1209
H -2.8515 -1.3293 3.1123
H -5.2261 -1.3904 3.7677
H -6.9907 -1.0841 2.0609
H -6.3720 -0.6929 -0.3063
H -3.9938 -0.7379 -0.9841
H 0.7779 -0.2241 2.0394
H 2.0287 -1.3299 3.8605
H 1.3295 -3.5661 4.6620
H -0.6037 -4.7026 3.6177
H -1.8387 -3.6127 1.7820
H -1.1436 1.1420 3.2304
H 0.1780 1.8860 5.1728
H 1.5263 3.9585 5.0299
H 1.5448 5.2927 2.9472
H 0.2092 4.5548 0.9938
H -3.6530 3.0597 -1.1508
H -6.0884 3.3003 -0.7901
H -7.0608 2.8024 1.4313
H -5.5976 2.0977 3.2983
H -3.1759 1.8775 2.9524
N -0.0865 0.3509 -3.8571
C 1.1690 0.2503 -4.5439
C 1.2643 0.5136 -5.9039
C 2.4886 0.4334 -6.5471
C 3.6353 0.0934 -5.8397
C 3.5482 -0.1501 -4.4786
C 2.3202 -0.0681 -3.8183
P 2.1972 -0.3385 -2.0264
C 3.7749 0.2541 -1.3590
C 4.0539 1.6196 -1.4861
C 5.2411 2.1380 -0.9947
C 6.1507 1.3010 -0.3579
C 5.8738 -0.0490 -0.2199
C 4.6865 -0.5774 -0.7199
C 2.1541 -2.1286 -1.7855
C 2.1606 -3.0201 -2.8540
C 2.0870 -4.3895 -2.6106
C 2.0179 -4.8647 -1.3093
C 2.0173 -3.9760 -0.2415
C 2.0781 -2.6146 -0.4825
H -0.4597 -0.5494 -3.5620
H -0.7874 0.8163 -4.4125
H 0.3716 0.7792 -6.4633
H 2.5465 0.6285 -7.6121
H 4.5920 0.0293 -6.3427
H 4.4413 -0.3827 -3.9090
H 3.3376 2.2723 -1.9758
H 5.4555 3.1943 -1.1046
H 7.0784 1.7052 0.0291
H 6.5848 -0.7013 0.2725
H 4.4840 -1.6365 -0.6216
H 2.2197 -2.6541 -3.8710
H 2.0805 -5.0857 -3.4418
H 1.9673 -5.9332 -1.1269
H 1.9564 -4.3420 0.7776
H 2.0656 -1.9222 0.3423

multiplicity	3
net charge	+1
energy	-3670.9080	a.u.
frontier orbital gap (alpha / beta)	0.3016 / 0.2311	Eh
F_max	0.40	eV/Å
HOMO level (alpha / beta)	-10.21 / -10.64	eV
lowest unoccupied orbital energy (alpha / beta)	-0.0735 / -0.1600	Ha
M	920.791	g mol⁻¹
expectation value of S²	2.01

Atom charges from the Löwdin analysis, given in e for atoms 1 to 2:
1 Au 0.588
2 S 0.337

3.
Here is C43H36BClI2N4O4STeTi as an isolated structure from OMol25. Energies are from ωB97M-V/def2-TZVPD.

Element x y z (Å)
Ti -1.3364 -1.3997 -1.0789
Cl -3.5355 -4.4706 5.2857
C -2.8068 -3.9379 3.7795
C -1.6970 -4.6182 3.2797
C -1.1281 -4.1966 2.0998
C -1.6479 -3.1021 1.3911
O -1.0643 -2.7266 0.2767
C -2.7718 -2.4255 1.9040
C -3.3920 -1.3138 1.2252
N -3.0741 -0.8704 0.0400
C -3.8422 0.1491 -0.5467
C -4.7981 0.9441 0.1077
C -5.5286 1.8729 -0.6161
C -5.3502 2.0303 -1.9843
C -4.3859 1.2635 -2.6724
C -4.1308 1.3566 -4.0541
C -3.1459 0.5511 -4.6238
C -2.4208 -0.3101 -3.8328
N -2.6283 -0.4264 -2.5033
C -3.6081 0.3300 -1.9261
C -3.3331 -2.8604 3.1150
H -1.2795 -5.4510 3.8291
H -0.2405 -4.6739 1.7078
H -4.2263 -0.8560 1.7495
H -4.9401 0.8733 1.1763
H -6.2476 2.4965 -0.0970
H -5.9328 2.7584 -2.5369
H -4.6998 2.0557 -4.6555
H -2.9308 0.6003 -5.6836
H -1.6285 -0.9248 -4.2375
H -4.1889 -2.3354 3.5219
I 2.1928 -6.5134 -5.9460
C 1.4168 -4.9725 -4.7671
C 0.1166 -5.0515 -4.3081
C -0.3658 -4.0003 -3.5427
I -2.3023 -4.1365 -2.7780
C 0.3942 -2.8559 -3.2250
O -0.1172 -1.8526 -2.5641
C 1.7421 -2.8469 -3.6555
C 2.7415 -1.7307 -3.3442
N 2.5514 -0.8399 -2.2175
C 3.2937 -1.1094 -1.0034
C 3.2018 -2.4934 -0.3882
C 4.1921 -2.9409 0.4865
C 4.0375 -4.1632 1.1048
C 2.9024 -4.9165 0.8290
C 1.9770 -4.3936 -0.0548
N 2.1194 -3.2121 -0.6513
C 2.2168 -3.8889 -4.4342
H -0.5118 -5.9014 -4.5311
H 2.8303 -1.1312 -4.2614
H 3.7130 -2.2192 -3.2171
H 1.5729 -0.6811 -2.0295
H 2.9409 -0.4162 -0.2310
H 4.3537 -0.8734 -1.1602
H 5.0442 -2.3089 0.7015
H 4.7765 -4.5175 1.8128
H 2.7295 -5.8741 1.3030
H 1.0677 -4.9377 -0.2987
H 3.2490 -3.8628 -4.7648
C 1.6457 6.0020 2.2907
C 0.6902 6.2893 1.1241
C -0.6764 6.7071 1.6843
C 1.2520 7.4664 0.3265
C 0.5361 5.0272 0.2725
C 0.9513 4.9649 -1.0552
C 0.8318 3.7989 -1.8230
C 0.2822 2.6981 -1.2160
O 0.0535 1.4518 -1.7117
B -0.5202 0.6817 -0.6521
O -0.6417 1.5393 0.4641
C -0.1402 2.7468 0.1063
C -0.0236 3.8841 0.8660
H 1.7510 6.8868 2.9260
H 2.6327 5.7235 1.9167
H 1.2845 5.1796 2.9080
H -0.5803 7.6210 2.2781
H -1.0998 5.9327 2.3238
H -1.3831 6.8924 0.8728
H 1.3169 8.3452 0.9731
H 0.6121 7.7172 -0.5220
H 2.2542 7.2534 -0.0502
H 1.3864 5.8357 -1.5258
H 1.1641 3.7629 -2.8520
H -0.3474 3.8692 1.8986
Te 1.3730 -1.2099 2.7776
C 2.3033 -0.6534 4.5844
C 2.0593 -1.0798 5.8677
C 2.8927 -0.4796 6.8534
C 3.7810 0.4100 6.3258
S 3.5814 0.5044 4.6206
H 1.2914 -1.8090 6.0865
H 2.8308 -0.7019 7.9120
H 4.5192 1.0014 6.8452

multiplicity	3
net charge	-2
energy	-4776.5308	a.u.
frontier orbital gap (alpha / beta)	0.1371 / 0.1523	Eh
F_max	0.54	eV/Å
HOMO level (alpha / beta)	-0.53 / -0.95	eV
relative energy (zero: lowest compared OMol25 entry of this formula, charge and spin)	1.363	eV
lowest unoccupied orbital energy (alpha / beta)	0.1175 / 0.1175	Ha
M	1180.392	g mol⁻¹
expectation value of S²	2.05

Atom charges from the Löwdin analysis, given in e for atoms 1 to 2:
1 Ti 0.881
2 Cl 0.584

4.
Here is C43H36BrF5N4Os as an isolated structure from OMol25. Energies are from ωB97M-V/def2-TZVPD.

Element x y z (Å)
Os -1.0853 -0.8677 -0.3301
Br -7.1298 3.1320 1.2260
C -5.5882 2.0403 1.2706
C -4.8879 1.7923 0.1018
C -3.7479 1.0082 0.1505
C -3.2936 0.4682 1.3457
C -4.0350 0.6954 2.4998
C -5.1759 1.4847 2.4678
N -2.0973 -0.3295 1.3425
C -1.5522 -0.7246 2.4791
C -0.5676 -1.7187 2.3357
C 0.1023 -2.3531 3.3945
C 0.9097 -3.4249 3.1269
C 1.0479 -3.8682 1.7972
C 0.4194 -3.1812 0.7957
N -0.3491 -2.0951 1.0403
H -5.2201 2.2148 -0.8362
H -3.1893 0.8183 -0.7589
H -3.7565 0.2382 3.4382
H -5.7463 1.6534 3.3708
H -1.8664 -0.3828 3.4551
H -0.0479 -1.9928 4.4035
H 1.4233 -3.9391 3.9289
H 1.6443 -4.7360 1.5545
H 0.5049 -3.4718 -0.2428
F -3.1779 -2.8566 1.1590
C -3.2863 -2.9611 -0.1813
C -2.5323 -2.1495 -1.0323
C -2.7671 -2.3974 -2.3824
F -2.1870 -1.6486 -3.3393
C -3.6249 -3.3770 -2.8532
F -3.7755 -3.5682 -4.1699
C -4.3328 -4.1570 -1.9655
F -5.1651 -5.1056 -2.4036
C -4.1663 -3.9350 -0.6137
F -4.8481 -4.6767 0.2675
N -0.0473 -0.7510 -1.9404
C 0.7359 -0.0146 -2.6044
C 1.6077 -0.6224 -3.6688
C 2.8122 -0.0442 -4.0655
C 3.6379 -0.6909 -4.9772
C 3.2682 -1.9194 -5.5044
C 2.0642 -2.4974 -5.1200
C 1.2405 -1.8534 -4.2118
C 0.9752 1.4224 -2.2410
C 1.0534 2.4234 -3.2016
C 1.4407 3.7127 -2.8654
C 1.8039 3.9895 -1.5545
C 1.7008 3.0123 -0.5770
C 1.2250 1.7473 -0.8966
H 3.1219 0.9086 -3.6524
H 4.5743 -0.2326 -5.2685
H 3.9158 -2.4261 -6.2088
H 1.7682 -3.4565 -5.5259
H 0.2955 -2.2886 -3.9137
H 0.8165 2.1764 -4.2302
H 1.4940 4.4821 -3.6240
H 2.1614 4.9753 -1.2848
H 1.9737 3.2275 0.4493
H 1.2652 -0.1367 -0.2137
C 4.4810 0.7641 0.5844
C 3.5630 -0.3778 1.0414
C 3.1971 -1.2445 -0.1689
C 2.4582 0.1999 1.9352
C 2.6859 0.1010 3.3018
C 1.8608 0.7384 4.2134
C 0.8359 1.5320 3.7441
C 0.5617 1.6836 2.3806
C -0.5684 2.6884 2.1039
C -1.1043 2.8935 0.6890
C -0.1550 4.0756 2.6298
C 1.3414 0.9385 1.4846
N 0.9618 0.7739 0.1059
H 5.3351 0.3675 0.0294
H 4.8597 1.3295 1.4378
H 3.9427 1.4521 -0.0710
H 4.1456 -1.0153 1.7088
H 2.9846 -0.6510 -1.0591
H 2.3602 -1.9115 0.0314
H 4.0517 -1.8740 -0.4249
H 3.5323 -0.4772 3.6553
H 2.0367 0.6408 5.2775
H 0.2074 2.0563 4.4552
H -1.4047 2.3448 2.7215
H -0.4394 3.5191 0.0975
H -2.0602 3.4165 0.7578
H -1.2618 1.9669 0.1506
H 0.6893 4.4604 2.0533
H 0.1314 4.0634 3.6806
H -0.9859 4.7741 2.5120

multiplicity	1
energy	-5043.1712	a.u.
frontier orbital gap (alpha / beta)	0.2131 / 0.2132	Eh
F_max	0.83	eV/Å
HOMO level (alpha / beta)	-6.59 / -6.60	eV
relative energy (zero: lowest compared OMol25 entry of this formula, charge and spin)	0.000	eV
lowest unoccupied orbital energy (alpha / beta)	-0.0292 / -0.0293	Ha
M	973.913	g mol⁻¹

Atom charges from the Löwdin analysis, given in e for atoms 1 to 2:
1 Os 1.367
2 Br 0.742

5.
Here is C43H36BrO2P2Tl as an isolated structure from OMol25. Energies are from ωB97M-V/def2-TZVPD.

Element x y z (Å)
C 0.6986 -1.2623 -4.1837
C -0.3327 -1.7872 -3.3728
C -1.6459 -1.8345 -3.8820
C -1.9084 -1.4259 -5.1899
C -0.8755 -0.9684 -6.0051
C 0.4143 -0.8661 -5.4872
P -0.0008 -2.2448 -1.6503
C -1.3496 -3.3234 -1.1045
C -2.3813 -2.8132 -0.2836
C -3.4272 -3.6568 0.0907
C -3.4400 -4.9956 -0.3320
C -2.3992 -5.5017 -1.1242
C -1.3440 -4.6714 -1.5042
Tl 0.1511 0.0119 -0.0094
P 0.0658 2.1711 -1.6653
C -1.3366 2.0478 -2.8017
C -1.1860 2.3476 -4.1683
C -2.2838 2.2902 -5.0212
C -3.5312 1.8858 -4.5383
C -3.6698 1.5278 -3.1920
C -2.5880 1.5978 -2.3191
C -0.1793 3.5200 -0.4821
C 0.6643 3.6045 0.6537
C 0.3806 4.5252 1.6585
C -0.6891 5.4204 1.5146
C -1.4979 5.3742 0.3708
C -1.2457 4.4311 -0.6267
C 1.6700 2.3231 -2.4904
C 2.6785 1.3452 -2.3267
C 3.9241 1.5527 -2.9199
C 4.1727 2.7069 -3.6737
C 3.1654 3.6657 -3.8421
C 1.9176 3.4820 -3.2437
C 1.5950 -3.1063 -1.5298
C 2.1602 -3.7673 -2.6363
C 3.4437 -4.3084 -2.5410
C 4.1768 -4.1844 -1.3541
C 3.6036 -3.5475 -0.2428
C 2.3086 -3.0410 -0.3085
H 1.5208 2.9248 0.7474
H 1.0069 4.5483 2.5562
H -0.8919 6.1502 2.2987
H -2.3211 6.0852 0.2539
H -1.8608 4.4028 -1.5324
H -0.2077 2.6436 -4.5513
H -2.1666 2.5579 -6.0732
H -4.3899 1.8476 -5.2111
H -4.6409 1.2053 -2.8175
H -2.7005 1.3289 -1.2611
H 2.4877 0.4391 -1.7368
H 4.7090 0.8057 -2.7862
H 5.1522 2.8547 -4.1379
H 3.3515 4.5610 -4.4322
H 1.1354 4.2364 -3.3552
H 1.6047 -3.8492 -3.5750
H 3.8834 -4.8186 -3.4003
H 5.1957 -4.5673 -1.2929
H 4.1699 -3.4499 0.6869
H 1.8294 -2.5803 0.5691
H -2.3352 -1.7760 0.0774
H -4.2365 -3.2656 0.7153
H -4.2640 -5.6477 -0.0363
H -2.4106 -6.5443 -1.4510
H -0.5184 -5.0623 -2.1048
H -2.4576 -2.2156 -3.2614
H -2.9177 -1.4713 -5.5874
H -1.1006 -0.6818 -7.0340
H 1.2368 -0.4924 -6.0942
H 1.7207 -1.1870 -3.8059
H 0.1679 0.5020 -7.8468
H 0.8220 0.3519 -7.5202
Br -1.3766 2.2505 4.4007
C -0.6850 0.7406 5.2797
C -0.7009 0.7440 6.6937
C -0.3203 -0.3958 7.4040
C 0.0360 -1.5434 6.6848
C 0.0678 -1.5317 5.2832
C -0.2257 -0.3798 4.5348
C -0.1066 -0.4412 3.0176
O -0.2555 -1.5670 2.4572
O 0.1691 0.6434 2.3636
H -0.9886 1.6321 7.2422
H -0.3074 -0.3941 8.4969
H 0.3054 -2.4510 7.2178
H 0.3152 -2.4536 4.7598

multiplicity	1
net charge	+2
energy	-5239.2815	a.u.
frontier orbital gap	0.1700	Eh
F_max	2.01	eV/Å
HOMO level	-12.69	eV
relative energy (zero: lowest compared OMol25 entry of this formula, charge and spin)	0.000	eV
lowest unoccupied orbital energy	-0.2965	Ha
M	930.994	g mol⁻¹

Atom charges from the Löwdin analysis, given in e for atoms 1 to 2:
1 C -0.088
2 C -0.349

- Which of these has the lowest energy?
  C43H36BrO2P2Tl